C7H19Br2MnN4O9 | ωB97M-V with the def2-TZVPD basis set

Element x y z (Å)
Mn  -0.332  -3.826  -1.496
C  -0.335  -0.886  -0.411
O  -0.389  -2.269  -0.417
H  -0.202  -0.415  -1.395
H  -1.229  -0.402  -0.004
H  0.499  -0.455  0.157
Br  -1.125  3.370  1.540
C  -1.957  1.869  2.431
C  -3.455  1.924  2.262
Br  -4.278  0.419  3.213
H  -1.520  1.673  3.405
H  -1.671  0.950  1.909
H  -3.741  1.817  1.219
H  -3.942  2.845  2.570
C  -1.389  -0.102  -4.289
N  -2.416  -1.115  -3.965
O  -2.043  -2.180  -3.462
O  -3.539  -0.928  -4.330
H  -0.434  -0.560  -4.526
H  -1.325  0.614  -3.476
H  -1.701  0.360  -5.222
C  0.947  3.173  -1.378
N  2.008  3.179  -0.325
O  2.349  2.077  0.078
O  2.488  4.235  -0.012
H  1.486  3.474  -2.277
H  0.278  3.990  -1.134
H  0.552  2.170  -1.451
C  3.577  -0.648  -0.162
N  4.204  -1.493  -1.211
O  4.730  -0.977  -2.168
O  4.242  -2.699  -1.003
H  3.490  -1.195  0.766
H  2.632  -0.284  -0.551
H  4.308  0.156  -0.119
C  0.069  -2.214  3.089
N  -0.386  -2.938  4.312
O  0.488  -3.370  5.032
O  -1.561  -3.223  4.399
H  -0.580  -1.356  2.940
H  0.105  -2.849  2.208
H  1.100  -1.913  3.253

Frontier orbital gap (alpha / beta), Ha: 0.2027 / 0.2008
Energy relative to the best compared isomer or geometry (same formula, charge and spin), eV: 1.454
2S+1: 6
Net charge: +1

Here are the Mulliken charges for atoms 1 to 5, given in e: Mn 1.36; C -0.16; O -0.67; H -0.05; H 0.25